--- A ---
DFT (ωB97M-V with the def2-TZVPD basis set) results for a structure of composition C6H16N2O.

Positions of all 25 atoms, in Å:
1 C 2.1235 0.2815 0.3169
2 C 1.3709 1.5314 0.0368
3 N 1.4833 -0.8185 -0.4248
4 O 3.5475 0.2618 0.0301
5 H 3.7047 0.9714 -0.6047
6 H 2.0589 0.0127 1.3776
7 H 1.4203 -0.5640 -1.4070
8 H 2.0224 -1.6747 -0.3343
9 H 1.4680 1.8345 -1.0096
10 H 1.6767 2.3574 0.6735
11 H -0.0252 0.9585 0.1618
12 C -1.9332 0.4040 -1.0553
13 C -1.8912 0.6050 1.4737
14 C -1.1675 0.1135 0.2263
15 N -0.9118 -2.2403 -0.4918
16 C -0.6197 -1.1953 0.3494
17 H -1.1388 -1.9908 -1.4409
18 H -0.3303 -3.0608 -0.4190
19 H -0.2641 -1.5002 1.3255
20 H -1.3234 0.1803 -1.9349
21 H -2.8655 -0.1624 -1.1373
22 H -1.3282 0.3603 2.3776
23 H -1.9928 1.6930 1.4318
24 H -2.8967 0.1787 1.5693
25 H -2.1878 1.4629 -1.0908

E_LUMO = 0.6 eV
Frontier orbital gap = 7.3 eV
Multiplicity = 1
HOMO level = -6.64 eV



--- B ---
DFT (ωB97M-V with the def2-TZVPD basis set) results for a cluster of 3 separate species, C6H16N2O in total.

Positions of all 25 atoms, in Å:
1 C 1.5223 -0.1344 -0.6174
2 C 1.3327 1.0645 -1.4945
3 C 0.7089 -1.2663 -0.8388
4 C 0.3868 0.9330 1.5288
5 C 2.7947 -0.2325 0.1542
6 H 2.7861 -1.0699 0.8514
7 H 1.8957 0.9203 -2.4243
8 H 0.2835 1.1927 -1.7597
9 H 1.6960 1.9755 -1.0211
10 H 1.0538 -2.1983 -0.4000
11 H -0.4647 -0.9442 -0.3658
12 H 0.3740 -1.4071 -1.8651
13 H -0.4084 1.3132 2.1714
14 H 0.8858 0.1179 2.0443
15 H 1.0779 1.7301 1.2766
16 H 3.0136 0.6892 0.6985
17 H 3.6236 -0.3940 -0.5490
18 N -3.9054 -0.7355 0.6120
19 C -1.7299 -0.2603 0.1229
20 O -2.1751 0.4684 -0.9314
21 N -2.4889 -0.8635 0.9477
22 H -3.1497 0.3403 -0.9321
23 H -4.3248 -1.6329 0.8353
24 H -4.3251 -0.0651 1.2522
25 H -0.4631 0.4588 0.7043

E_LUMO (spin up / spin down) = 0.2 / 0.2 eV
Frontier orbital gap (spin up / spin down) = 8.0 / 8.0 eV
Multiplicity = 1
HOMO level (spin up / spin down) = -7.79 / -7.79 eV



The data favor A; the next most stable structure lies 2.262 eV above it.



--- A ---
DFT (ωB97M-V with the def2-TZVPD basis set) results for a structure of composition CH2FNO.

Positions of all 6 atoms, in Å:
1 C 0.0587 -0.8268 0.7973
2 N -0.9713 -0.2820 0.0736
3 O -0.0139 -1.4207 1.7973
4 F -2.2822 -0.7696 0.3821
5 H 1.1148 -0.5060 -0.0149
6 H -0.8171 0.6235 -0.3301

E_LUMO = 0.7 eV
Frontier orbital gap = 11.6 eV
Multiplicity = 1
HOMO level = -10.87 eV



--- B ---
DFT (ωB97M-V with the def2-TZVPD basis set) results for the molecule CH2FNO.

Positions of all 6 atoms, in Å:
1 C 0.2266 0.0394 -1.0681
2 N -0.8292 0.1155 1.2833
3 O 0.0193 0.0642 0.2436
4 F -0.0789 -0.3606 2.3151
5 H 1.1405 -0.5338 -1.1388
6 H -0.4783 0.6753 -1.6351

E_LUMO (spin up / spin down) = 0.0 / 0.0 eV
Frontier orbital gap (spin up / spin down) = 9.5 / 8.7 eV
Multiplicity = 1
HOMO level (spin up / spin down) = -9.50 / -8.66 eV



The data favor A; the next most stable structure lies 3.463 eV above it.



--- A ---
DFT (ωB97M-V with the def2-TZVPD basis set) results for the molecule CH4NOPS.

Positions of all 9 atoms, in Å:
1 C 0.1425 1.0510 0.1673
2 N -0.9476 -0.1799 -0.1266
3 O -0.1064 2.1617 0.5261
4 P 1.8154 0.4048 0.0944
5 S -2.5571 0.3052 0.0156
6 H -0.7038 -0.9948 0.3511
7 H 2.0540 0.5298 1.5185
8 H 1.3203 -0.9889 0.2880
9 H -2.2519 1.3225 -0.7332

E_LUMO = 0.3 eV
Frontier orbital gap = 8.6 eV
Multiplicity = 1
HOMO level = -8.34 eV



--- B ---
DFT (ωB97M-V with the def2-TZVPD basis set) results for a structure of composition CH4NOPS.

Positions of all 9 atoms, in Å:
1 C 0.0384 0.3079 0.8961
2 N -0.9213 -0.9188 -1.3047
3 O -1.4693 0.2283 0.8683
4 P 0.6329 -0.5411 -0.6848
5 S -2.0692 0.2800 -0.7046
6 H 0.3710 1.2609 0.7800
7 H 0.5157 -0.1417 1.7727
8 H -1.2419 -1.8329 -1.0958
9 H 1.0506 0.8069 -1.1299

E_LUMO = 0.7 eV
Frontier orbital gap = 9.5 eV
Multiplicity = 1
HOMO level = -8.77 eV



--- C ---
DFT (ωB97M-V with the def2-TZVPD basis set) results for a structure of composition CH4NOPS.

Positions of all 9 atoms, in Å:
1 C -0.3759 -0.8137 -0.0149
2 N 1.1742 1.3449 0.4254
3 O 1.3875 -1.1469 0.2344
4 P -0.4260 1.0304 -0.1131
5 S 2.2085 0.1337 -0.2201
6 H -0.6754 -1.3686 -0.8943
7 H -0.7390 -1.2523 0.9125
8 H 1.2737 1.5471 1.4173
9 H -0.0553 1.0797 -1.4690

E_LUMO = 0.5 eV
Frontier orbital gap = 8.7 eV
Multiplicity = 1
HOMO level = -8.21 eV



The data favor B; the next most stable structure lies 0.204 eV above it.



--- A ---
DFT (ωB97M-V with the def2-TZVPD basis set) results for a cluster of 2 separate species, C3H11O in total.

Positions of all 15 atoms, in Å:
1 O 0.8904 -0.9727 -1.6241
2 H 0.1763 -0.6158 -2.2017
3 H 1.6075 -1.2760 -2.1683
4 H 0.9841 -0.4828 -0.7489
5 C -1.3257 0.6836 -0.1587
6 C 0.0353 0.7358 0.5244
7 C 0.3291 -0.4820 1.4317
8 H -1.6042 -0.2029 -0.7296
9 H -2.1511 0.9111 0.5140
10 H -1.4451 1.4989 -0.8778
11 H 0.8489 0.9088 -0.2057
12 H 0.1077 1.6350 1.1287
13 H -0.3552 -1.3203 1.4451
14 H 0.5576 -0.1506 2.4439
15 H 1.3445 -0.8701 1.2269

E_LUMO = -4.6 eV
Frontier orbital gap = 11.2 eV
Net charge = +1
Multiplicity = 1
HOMO level = -15.88 eV



--- B ---
DFT (ωB97M-V with the def2-TZVPD basis set) results for a cluster of 2 separate species, C3H11O in total.

Positions of all 15 atoms, in Å:
1 O -0.4957 -2.1055 0.4603
2 H -1.0981 -2.3691 1.1758
3 H -0.4026 -2.7713 -0.2401
4 H 0.0694 -1.3214 0.6012
5 C -0.7296 0.7999 -1.1435
6 C 0.6268 1.0040 -0.4728
7 C 0.7065 0.5300 1.0178
8 H -1.5412 1.1277 -0.4799
9 H -0.8634 -0.2370 -1.4438
10 H -0.8165 1.5164 -1.9635
11 H 0.9013 2.0600 -0.5033
12 H 1.4167 0.5375 -1.0613
13 H 1.2392 1.2606 1.6075
14 H -0.3002 0.3786 1.4044
15 H 1.2873 -0.4104 1.0411

E_LUMO = -4.8 eV
Frontier orbital gap = 10.9 eV
Net charge = +1
Multiplicity = 1
HOMO level = -15.64 eV



The data favor B; the next most stable structure lies 0.101 eV above it.



--- A ---
DFT (ωB97M-V with the def2-TZVPD basis set) results for the ion C6H14N2 with charge +1.

Positions of all 22 atoms, in Å:
1 C -0.2629 1.4079 1.8974
2 N 0.2360 0.6535 0.7329
3 C 0.6845 1.3430 -0.3781
4 C -0.1405 0.9941 -1.6552
5 C -0.9188 -0.2538 -1.1903
6 C -0.6736 -0.5091 0.3571
7 C 0.0016 -1.8845 0.5577
8 N 1.0882 -2.2861 -0.3736
9 H 0.4300 2.2745 2.1520
10 H -0.3844 0.7506 2.7976
11 H -1.1249 1.9673 1.6665
12 H 1.9207 0.9596 -0.5241
13 H 0.7027 2.5027 -0.2631
14 H 0.6142 0.8735 -2.4251
15 H -0.7738 1.6821 -2.1801
16 H -2.0344 -0.1769 -1.1983
17 H -0.6247 -1.1825 -1.7609
18 H -1.5621 -0.5345 0.8916
19 H -0.6369 -2.8083 0.3899
20 H 0.4489 -1.8347 1.6806
21 H 1.0304 -1.8050 -1.2793
22 H 1.9796 -2.1334 0.1050

E_LUMO (spin up / spin down) = -2.9 / -7.4 eV
Frontier orbital gap (spin up / spin down) = 10.5 / 5.9 eV
Net charge = +1
Multiplicity = 2
HOMO level (spin up / spin down) = -13.35 / -13.27 eV



--- B ---
DFT (ωB97M-V with the def2-TZVPD basis set) results for the ion C6H14N2 with charge +1.

Positions of all 22 atoms, in Å:
1 C -0.2224 1.2823 1.9175
2 N 0.3112 0.4978 0.8222
3 C 0.6976 1.4063 -0.3319
4 C 0.0185 0.8768 -1.6150
5 C -0.9615 -0.2243 -1.1645
6 C -0.6277 -0.4685 0.2874
7 C 0.0590 -1.9138 0.5348
8 N 1.1981 -2.2753 -0.3016
9 H 0.4953 2.0526 2.2037
10 H -0.2767 0.6688 2.8191
11 H -1.2193 1.7192 1.7697
12 H 1.7559 1.4997 -0.5739
13 H 0.3702 2.4101 -0.0667
14 H 0.5726 0.5486 -2.4935
15 H -0.4342 1.7916 -2.0228
16 H -1.9935 0.0936 -1.2819
17 H -0.7949 -1.1255 -1.7529
18 H -1.5704 -0.5511 0.8406
19 H -0.7323 -2.5828 0.1813
20 H 0.3954 -1.9541 1.5547
21 H 1.0039 -2.1052 -1.2864
22 H 1.9552 -1.6469 -0.0398

E_LUMO (spin up / spin down) = -2.7 / -7.7 eV
Frontier orbital gap (spin up / spin down) = 11.5 / 6.0 eV
Net charge = +1
Multiplicity = 2
HOMO level (spin up / spin down) = -14.19 / -13.78 eV



The data favor B; the next most stable structure lies 1.070 eV above it.